Computed, not measured: a 2-piece molecular cluster, C5H12N2 overall, with wB97M-V/def2-TZVPD.

Results
- Maximum force: 5.26 eV Å⁻¹
- Energy above the lowest of the compared OMol25 structures with the same formula, charge and spin: 3.495 eV
- 2S+1: 1
- SMILES string: C=NN=C(C)C.C
- Orbital gap: 9.67 eV

Last column: Mulliken charge in e.
Geometry (Å):
C  -0.701  1.768  -1.482  -0.4145
N  0.185  1.497  -0.542  -0.7281
N  0.327  0.466  0.195  0.1333
C  -0.381  0.171  1.239  0.7616
C  -1.622  0.987  1.460  -0.9584
C  0.007  -1.112  1.967  -1.0980
H  -1.364  0.986  -1.973  0.2481
H  -0.611  2.628  -2.022  0.3224
H  -2.447  0.533  1.998  0.3369
H  -1.937  1.224  0.479  0.2621
H  -1.238  2.002  1.992  0.2208
H  -0.229  -1.158  3.024  0.3753
H  1.089  -1.228  1.675  0.3072
H  -0.567  -1.987  1.503  0.2092
C  1.849  -1.426  -1.889  -0.8732
H  2.754  -1.073  -1.246  0.2077
H  2.014  -2.379  -2.178  0.3765
H  1.913  -0.849  -2.826  0.2451
H  0.957  -1.049  -1.373  0.0661


Computed, not measured: C24H65Cl6F3O31P7S as an isolated structure, with wB97M-V/def2-TZVPD.

Results
- Maximum force: 15.90 eV Å⁻¹
- Net charge: -1
- 2S+1: 1
- Orbital gap: 7.53 eV

Last column: Mulliken charge in e.
Geometry (Å):
C  0.094  -0.669  -0.864  -2.8107
F  1.322  -1.177  -0.578  1.6534
F  0.049  -0.053  -2.079  1.8562
F  -0.800  -1.668  -0.768  -0.3600
S  -0.356  0.566  0.552  1.6200
O  -0.208  -0.104  1.831  -0.1250
O  0.510  1.769  0.476  0.2509
O  -1.763  0.863  0.237  -1.0949
C  -2.484  1.113  2.757  0.2721
O  -2.155  2.097  3.722  -0.6397
P  -1.510  3.555  3.284  1.2228
O  -2.027  4.076  2.053  -0.7674
O  -1.645  4.462  4.594  -0.4297
C  -2.934  4.777  4.982  -0.8734
O  0.069  3.212  3.172  -0.7206
C  0.616  2.510  2.075  -0.0005
H  -2.204  1.465  1.764  -0.9900
H  -3.526  0.805  2.847  0.8180
H  -1.888  0.210  2.884  -0.1458
H  -3.709  4.793  4.216  0.3313
H  -2.888  5.812  5.321  0.2731
H  -3.274  4.144  5.802  0.2753
H  1.116  1.585  2.360  0.1029
H  1.412  3.197  1.788  0.5838
H  -0.061  2.424  1.225  -1.1475
C  2.049  -3.088  -1.411  -0.6134
O  2.729  -2.892  -2.715  -0.4793
P  1.894  -2.921  -4.099  0.6364
O  2.741  -2.774  -5.303  -0.8603
O  0.697  -1.826  -3.932  0.3817
C  -0.224  -1.537  -4.932  -0.2705
O  1.187  -4.366  -3.987  -0.3606
C  1.891  -5.525  -3.787  -0.4665
H  2.207  -2.239  -0.746  -0.9279
H  2.550  -3.987  -1.053  0.6382
H  0.971  -3.236  -1.458  0.5551
H  -0.509  -0.485  -4.953  -0.6365
H  -1.096  -2.161  -4.739  0.2305
H  0.132  -1.754  -5.939  0.7330
H  1.660  -6.175  -4.632  0.3395
H  1.548  -5.992  -2.864  -0.0927
H  2.960  -5.403  -3.616  0.3168
C  6.900  -0.933  0.537  -0.8433
O  5.558  -1.152  0.972  -0.2794
P  4.491  0.107  1.182  0.8975
O  4.973  1.322  1.883  -0.7963
O  3.204  -0.627  1.824  -0.2912
C  1.945  -0.024  1.850  0.4252
O  4.040  0.417  -0.387  -0.5451
C  3.428  -0.556  -1.166  0.3377
H  7.541  -1.613  1.097  0.2504
H  7.306  0.062  0.721  0.3437
H  7.027  -1.194  -0.513  0.2616
H  1.541  0.157  0.854  0.7341
H  2.004  0.916  2.398  0.3680
H  1.261  -0.743  2.302  -1.4058
H  3.982  -0.828  -2.064  1.0730
H  2.450  -0.296  -1.569  -2.4547
H  3.211  -1.468  -0.609  0.2947
C  -2.039  3.694  -4.803  -0.9771
O  -1.948  2.385  -4.188  0.3935
P  -2.601  1.045  -4.884  0.8408
O  -4.049  1.172  -5.113  -0.8328
O  -1.784  0.885  -6.257  -0.4369
C  -0.339  1.006  -6.312  -0.7328
O  -2.052  -0.158  -3.993  -0.0394
C  -2.554  -0.359  -2.629  -0.6669
H  -2.695  3.664  -5.672  0.3956
H  -1.071  4.079  -5.124  0.1990
H  -2.464  4.356  -4.048  0.1863
H  0.153  0.042  -6.443  0.3978
H  0.137  1.523  -5.479  0.0219
H  -0.147  1.589  -7.213  0.3753
H  -3.478  0.173  -2.400  0.1736
H  -1.814  -0.077  -1.880  0.0902
H  -2.741  -1.430  -2.548  0.2867
C  -0.234  2.463  5.544  -0.0647
O  1.126  2.291  5.884  -0.3607
P  2.069  1.231  5.023  0.6314
O  2.504  1.621  3.669  -0.2879
O  3.288  0.950  6.008  -0.3543
C  4.423  0.277  5.564  -0.2774
O  1.226  -0.124  5.042  -0.4510
C  0.584  -0.588  3.877  0.9797
H  -0.912  2.253  6.372  0.3074
H  -0.684  1.947  4.695  -0.0158
H  -0.343  3.540  5.417  0.4615
H  4.516  0.141  4.486  -0.1569
H  4.555  -0.741  5.931  0.3003
H  5.274  0.922  5.782  0.2792
H  1.267  -1.236  3.328  -0.0028
H  0.163  0.195  3.246  -0.7207
H  -0.305  -1.177  4.101  0.6419
C  1.254  -2.092  1.140  -1.2698
O  1.011  -3.296  0.415  1.3292
P  0.861  -4.670  1.250  0.7638
O  -0.354  -4.868  2.053  -0.9024
O  2.263  -4.646  2.072  -0.3078
C  2.359  -5.325  3.325  -0.9328
O  1.178  -5.845  0.152  -0.3702
C  0.240  -6.798  -0.310  -0.8149
H  1.113  -2.284  2.203  1.2476
H  0.573  -1.319  0.782  -0.9095
H  2.272  -1.723  1.014  1.2295
H  1.426  -5.242  3.882  0.3772
H  3.140  -4.913  3.963  0.2515
H  2.672  -6.347  3.108  0.3120
H  0.653  -7.778  -0.072  0.2847
H  0.084  -6.714  -1.385  0.1927
H  -0.731  -6.666  0.166  0.3863
C  -3.303  1.954  0.679  -0.2217
O  -4.736  2.160  0.899  -0.5528
P  -5.857  2.435  -0.210  0.9994
O  -7.178  2.649  0.399  -0.8751
O  -5.160  3.679  -1.008  -0.3871
C  -5.145  3.704  -2.460  -0.3287
O  -5.786  1.178  -1.209  -0.2233
C  -6.191  -0.093  -0.690  -0.7573
H  -2.884  1.087  1.190  0.7193
H  -2.771  2.810  1.094  0.1341
H  -3.028  1.829  -0.369  0.1185
H  -5.708  4.561  -2.831  0.2957
H  -5.769  2.878  -2.803  0.3253
H  -4.146  3.839  -2.875  -0.0781
H  -6.627  -0.189  0.304  0.3566
H  -5.296  -0.716  -0.668  0.2033
H  -6.977  -0.558  -1.285  0.3147
C  -1.163  3.210  -0.719  1.4755
Cl  -2.693  4.087  -0.957  -0.1982
Cl  0.156  4.410  -0.345  -0.1421
Cl  -0.829  2.255  -2.206  0.7820
H  -1.108  2.480  0.090  -0.6137
C  1.707  1.297  -3.044  4.2729
Cl  1.526  2.053  -4.636  -0.3328
Cl  2.845  2.213  -1.964  -0.1319
Cl  2.343  -0.362  -3.338  -0.2213
H  0.731  1.170  -2.575  -4.0330


Computed, not measured: C8H17N7ScSe2Te2 as an isolated structure, with wB97M-V/def2-TZVPD.

Results
- Maximum force: 0.40 eV Å⁻¹
- Net charge: +1
- Energy above the lowest of the compared OMol25 structures with the same formula, charge and spin: 0.045 eV
- 2S+1: 1
- Orbital gap: 7.07 eV

Last column: Mulliken charge in e.
Geometry (Å):
Sc  1.663  0.618  -0.489  0.4004
C  -2.909  -0.708  0.724  -1.1783
N  -2.479  -1.046  -0.627  0.1619
C  -3.392  -1.795  -1.485  -1.0937
C  -1.222  -0.737  -1.010  0.5581
N  -0.318  -0.263  -0.203  -0.1390
N  -0.959  -0.937  -2.349  -0.0477
C  0.285  -0.918  -2.975  0.4296
N  0.238  -1.339  -4.263  -0.3820
N  1.340  -0.560  -2.351  -0.1837
H  -3.991  -0.785  0.769  0.3812
H  -2.642  0.322  0.963  0.4269
H  -2.481  -1.384  1.469  0.3472
H  -4.213  -2.156  -0.875  0.3591
H  -2.904  -2.670  -1.916  0.4192
H  -3.813  -1.171  -2.278  0.3235
H  -0.647  -0.219  0.752  -0.1647
H  -1.748  -1.135  -2.937  0.1939
H  -0.631  -1.535  -4.724  0.1742
H  1.044  -1.202  -4.848  0.2316
H  2.190  -0.618  -2.903  0.1728
Se  1.519  2.914  -1.720  -0.4386
Te  3.867  2.173  -2.275  -0.0242
Te  4.661  1.335  0.175  0.0016
Se  3.604  -0.948  0.208  -0.4114
C  1.287  -0.657  3.018  -1.2246
C  1.179  0.806  2.767  0.3965
N  1.265  1.440  1.607  0.5320
C  1.155  2.796  1.892  -0.5268
C  0.993  2.965  3.223  -0.6105
N  1.017  1.697  3.763  -0.0341
H  1.106  -1.221  2.104  0.2082
H  0.582  -0.973  3.787  0.4093
H  2.297  -0.923  3.336  0.3283
H  1.216  3.525  1.102  0.3961
H  0.882  3.845  3.829  0.4074
H  0.961  1.462  4.739  0.2002


Computed, not measured: one molecule with the formula C7H7N, with wB97M-V/def2-TZVPD.

Results
- Maximum force: 4.80 eV Å⁻¹
- Energy above the lowest of the compared OMol25 structures with the same formula, charge and spin: 6.408 eV
- 2S+1: 1
- SMILES string: C#CC1=CC=C[C@@H]1N
- Orbital gap: 8.89 eV

Last column: Mulliken charge in e.
Geometry (Å):
C  2.995  -0.615  0.412  -0.2220
C  1.831  -0.383  -0.047  -0.4612
C  0.351  -0.475  -0.392  0.4360
C  -0.630  -1.429  -0.529  -0.4709
C  -2.058  -0.987  0.084  -0.2099
C  -1.927  0.243  0.505  -0.4002
C  -0.405  0.780  0.291  0.1166
N  0.057  2.079  -0.555  -0.6487
H  4.146  -0.214  0.361  0.2632
H  -0.300  -2.532  -0.425  0.2698
H  -3.075  -1.594  -0.002  0.2951
H  -2.722  1.006  0.891  0.2537
H  0.343  0.772  1.389  0.2139
H  0.982  2.330  -0.067  0.2990
H  -0.711  2.873  -0.200  0.2656


Computed, not measured: a 2-piece molecular cluster, C7H19BFNO2Si overall, with wB97M-V/def2-TZVPD.

Results
- Maximum force: 0.97 eV Å⁻¹
- 2S+1: 1
- SMILES string: NB(O)[SiH2]CCCF.C1CCOC1
- Orbital gap: 10.01 eV

Last column: Mulliken charge in e.
Geometry (Å):
N  2.152  -3.162  0.324  -0.5141
B  1.964  -2.639  -0.988  0.5757
O  2.709  -3.132  -2.047  -0.5710
Si  0.650  -1.123  -1.344  0.2205
C  -0.833  -1.127  -0.169  -0.4921
C  -1.968  -2.127  -0.461  -0.5173
C  -1.477  -3.438  -1.037  -0.2166
F  -2.510  -4.383  -1.033  -0.3339
H  1.485  -2.870  1.024  0.2278
H  2.356  -4.145  0.445  0.2024
H  2.839  -4.090  -2.046  0.2842
H  1.363  0.163  -1.125  -0.2232
H  0.211  -1.126  -2.763  -0.1672
H  -1.229  -0.111  -0.214  0.2456
H  -0.463  -1.262  0.853  0.2981
H  -2.516  -2.362  0.453  0.3060
H  -2.679  -1.680  -1.157  0.2643
H  -1.155  -3.331  -2.077  0.2573
H  -0.660  -3.857  -0.440  0.1663
C  0.771  3.883  1.692  -0.5658
C  -0.567  4.435  1.201  -0.5549
C  -0.841  3.539  -0.001  -0.5010
O  -0.254  2.274  0.306  -0.3084
C  0.592  2.390  1.448  -0.4084
H  0.984  4.114  2.735  0.3355
H  1.588  4.273  1.081  0.2731
H  -1.336  4.296  1.963  0.2708
H  -0.535  5.491  0.937  0.3333
H  -0.374  3.939  -0.907  0.2963
H  -1.904  3.393  -0.197  0.2656
H  0.109  1.905  2.304  0.2702
H  1.529  1.870  1.240  0.2812


Computed, not measured: a 2-piece molecular cluster, C6H12O overall, with wB97M-V/def2-TZVPD.

Results
- Maximum force: 1.15 eV Å⁻¹
- Energy above the lowest of the compared OMol25 structures with the same formula, charge and spin: 3.889 eV
- 2S+1: 1
- Orbital gap: 8.35 eV

Last column: Mulliken charge in e.
Geometry (Å):
C  -0.248  1.281  1.873  -1.0418
C  -1.287  0.492  1.058  -0.2521
C  -0.795  -0.862  0.609  -0.0316
C  -0.980  -1.393  -0.619  -0.9940
C  0.916  -0.769  -1.682  -0.0278
C  1.180  0.707  -1.480  -0.7840
O  1.970  -1.438  -1.190  -0.3794
H  -0.649  2.253  2.192  0.3320
H  0.662  1.460  1.286  0.1926
H  0.040  0.723  2.775  0.3096
H  -1.610  1.074  0.181  0.2685
H  -2.190  0.362  1.681  0.3140
H  -0.217  -1.426  1.350  0.2732
H  -1.618  -0.907  -1.360  0.2746
H  -0.762  -2.444  -0.821  0.3576
H  1.615  1.057  -2.432  0.3679
H  1.891  0.956  -0.677  0.1914
H  0.241  1.255  -1.343  0.2423
H  1.839  -2.381  -1.401  0.3871


Computed, not measured: one molecule with the formula C8H6, with wB97M-V/def2-TZVPD.

Results
- Maximum force: 4.49 eV Å⁻¹
- Energy above the lowest of the compared OMol25 structures with the same formula, charge and spin: 3.982 eV
- 2S+1: 1
- SMILES string: C#C[C@H]1CC1=C=C=C
- Orbital gap: 9.12 eV

Last column: Mulliken charge in e.
Geometry (Å):
C  -0.231  -1.770  -0.094  -0.4518
C  0.873  -1.388  0.086  -0.3906
C  1.591  -0.196  0.539  0.0485
C  2.342  0.956  -0.216  -0.5603
C  0.911  1.031  0.110  0.2792
C  -0.358  1.236  0.194  -0.0582
C  -1.459  0.567  0.205  0.1631
C  -2.749  0.376  0.248  -0.7220
H  -1.007  -2.441  -0.309  0.4501
H  1.780  -0.414  1.632  0.2546
H  2.955  1.690  0.272  0.2773
H  2.545  0.759  -1.312  0.2176
H  -3.354  1.305  -0.224  0.1608
H  -3.393  -0.448  0.412  0.3318


Computed, not measured: C45H57Cl3GeN5O3PY as an isolated structure, with wB97M-V/def2-TZVPD.

Results
- Maximum force: 2.48 eV Å⁻¹
- Energy above the lowest of the compared OMol25 structures with the same formula, charge and spin: 1.264 eV
- 2S+1: 2
- Expectation value of S²: 0.757
- Orbital gap (spin up / spin down): 7.58 / 5.65 eV

Last column: Mulliken charge in e.
Geometry (Å):
Y  0.311  -0.327  0.143  -0.3228
C  -4.814  4.368  5.146  -0.9189
O  -3.686  3.508  5.094  -0.4567
C  -2.473  4.033  5.447  0.6839
C  -2.283  4.932  6.479  -0.5010
C  -1.006  5.394  6.776  -0.7609
C  0.070  4.970  6.019  -1.2948
C  -0.112  4.065  4.981  0.2010
C  -1.378  3.562  4.701  0.2508
N  -1.672  2.672  3.668  0.1425
C  -0.848  1.790  2.997  -0.5510
N  0.192  1.365  3.736  0.0341
C  1.339  0.610  3.427  -1.0974
C  1.523  -0.117  2.249  -0.0988
C  2.718  -0.860  2.228  1.2186
C  3.664  -0.851  3.237  -0.9198
C  3.466  -0.076  4.368  -1.0952
C  2.295  0.643  4.467  1.5102
O  1.957  1.392  5.573  -0.4727
C  3.009  2.007  6.291  -1.0334
N  -1.131  1.385  1.790  1.4048
C  -2.323  1.977  1.264  -0.6054
C  -3.443  1.148  1.190  -0.6722
C  -4.676  1.609  0.763  -0.6213
C  -4.807  2.941  0.405  -0.7773
C  -3.718  3.787  0.492  -0.6644
C  -2.472  3.338  0.929  0.7746
O  -1.553  4.336  1.045  -0.5631
C  -0.149  4.107  1.011  0.1172
H  -5.671  3.749  4.894  0.2404
H  -4.721  5.172  4.411  0.3543
H  -4.965  4.798  6.137  0.3753
H  -3.126  5.274  7.065  0.2557
H  -0.862  6.083  7.596  0.3926
H  1.062  5.353  6.221  0.4339
H  0.736  3.769  4.378  0.4360
H  -2.638  2.691  3.380  0.4348
H  0.220  1.735  4.674  0.4028
H  2.912  -1.474  1.364  -0.3570
H  4.568  -1.448  3.155  0.4445
H  4.216  -0.038  5.148  0.2127
H  3.664  1.275  6.770  0.3538
H  2.533  2.612  7.059  0.2864
H  3.609  2.646  5.635  0.4023
H  -3.314  0.116  1.492  0.3504
H  -5.516  0.931  0.706  0.4930
H  -5.760  3.325  0.062  0.4099
H  -3.806  4.836  0.239  0.4954
H  0.294  5.083  0.820  0.3381
H  0.129  3.424  0.213  -0.1471
H  0.232  3.736  1.962  -0.1104
C  -2.268  -3.500  2.641  -0.9156
C  -2.789  -4.365  1.690  -0.8070
C  -2.505  -4.152  0.355  -0.8906
C  -1.702  -3.074  -0.025  0.4903
N  -1.200  -2.247  0.910  1.5522
C  -1.479  -2.459  2.198  -0.7985
C  -1.420  -2.753  -1.440  0.9083
C  -1.912  -3.559  -2.466  -0.8541
C  -1.794  -3.172  -3.792  -1.2820
C  -1.179  -1.975  -4.109  -0.9571
C  -0.644  -1.189  -3.090  -1.0617
C  -0.752  -1.548  -1.746  1.1760
H  -2.475  -3.624  3.695  0.4798
H  -3.418  -5.195  1.985  0.4404
H  -2.928  -4.808  -0.388  0.4268
H  -1.043  -1.754  2.897  0.2530
H  -2.422  -4.489  -2.250  0.3457
H  -2.197  -3.804  -4.573  0.3880
H  -1.124  -1.642  -5.139  0.5103
H  -0.153  -0.260  -3.363  0.5653
C  4.928  -0.531  -2.381  -1.8733
C  4.841  -1.599  -1.283  2.2376
C  6.027  -2.553  -1.407  -1.7850
C  4.879  -0.831  0.045  -1.8698
P  3.148  -2.489  -1.445  -1.1635
N  2.028  -1.533  -0.881  1.5830
C  2.883  -2.841  -3.319  2.8394
C  4.062  -3.482  -4.048  -2.0092
C  1.653  -3.751  -3.430  -2.1259
C  2.521  -1.502  -3.997  -1.6248
C  3.221  -4.194  -0.540  2.5648
C  3.936  -4.073  0.826  -1.6441
C  3.913  -5.318  -1.319  -2.2331
C  1.764  -4.597  -0.256  -2.3329
H  5.771  0.126  -2.159  0.6473
H  4.027  0.083  -2.399  0.2950
H  5.104  -0.957  -3.365  0.2790
H  6.947  -1.965  -1.430  0.4974
H  5.981  -3.134  -2.328  0.2767
H  6.098  -3.246  -0.570  0.2857
H  5.727  -0.142  0.033  0.5481
H  4.996  -1.470  0.917  0.2116
H  3.971  -0.241  0.168  0.3492
H  4.415  -4.393  -3.569  0.3028
H  4.905  -2.802  -4.152  0.3375
H  3.730  -3.744  -5.056  0.5274
H  1.850  -4.775  -3.117  0.2875
H  1.329  -3.790  -4.471  0.7130
H  0.828  -3.354  -2.841  0.3622
H  3.393  -1.005  -4.415  0.4660
H  2.037  -0.827  -3.295  0.0169
H  1.823  -1.681  -4.815  0.5039
H  4.720  -3.322  0.837  0.1320
H  4.399  -5.031  1.070  0.5561
H  3.234  -3.840  1.623  0.3445
H  4.982  -5.127  -1.435  0.3167
H  3.479  -5.499  -2.298  0.4040
H  3.798  -6.241  -0.746  0.6286
H  1.194  -3.742  0.108  0.2689
H  1.748  -5.368  0.518  0.5892
H  1.258  -4.997  -1.133  0.2934
Cl  -3.281  0.990  -3.816  -0.4051
Ge  -2.554  0.645  -1.765  1.0806
Cl  0.507  1.647  -1.490  -0.6340
Cl  -4.088  -0.974  -1.269  -0.4229